Entry from OMol25: a cluster of 2 separate species, C2H9N2PS in total (the ωB97M-V functional and the def2-TZVPD basis).

**HOMO energy**: -7.83 eV
**Charge**: 0
**Energy**: -25321.6189 eV
**ΔE to the lowest compared entry with this formula, charge and spin**: 48.28 kcal/mol
**HOMO-LUMO gap**: 8.4 eV
**LUMO energy**: 0.5435 eV

Last column: natural (NBO) charge in e.
Element x y z (Å)
C1 0.294 2.117 0.034  -0.968
C2 0.584 -0.401 1.422  -0.989
N1 -1.247 -1.851 -0.929  -0.300
N2 -0.820 -2.219 -2.046  -0.357
P1 0.037 0.301 -0.190  0.748
S1 1.603 -0.102 -1.537  -0.339
H1 1.319 2.226 0.536  0.226
H2 0.195 2.636 -0.912  0.244
H3 -0.678 2.527 0.614  0.237
H4 0.952 -1.461 1.339  0.258
H5 1.439 0.190 1.825  0.221
H6 -0.081 -0.148 2.307  0.244
H7 0.909 -1.186 -1.817  0.166
H8 -2.338 -1.697 -0.870  0.303
H9 -1.441 -2.237 -2.877  0.305